No. 1
{
  "formula": "C32H64CaFO16S8",
  "method": "the ωB97M-V functional and the def2-TZVPD basis",
  "symbols": ["Ca", "F", "C", "C", "C", "S", "O", "O", "C", "H", "H", "H", "H", "H", "H", "H", "H", "C", "C", "C", "S", "O", "O", "C", "H", "H", "H", "H", "H", "H", "H", "H", "C", "C", "C", "S", "O", "O", "C", "H", "H", "H", "H", "H", "H", "H", "H", "C", "C", "C", "S", "O", "O", "C", "H", "H", "H", "H", "H", "H", "H", "H", "C", "C", "C", "S", "O", "O", "C", "H", "H", "H", "H", "H", "H", "H", "H", "C", "C", "C", "S", "O", "O", "C", "H", "H", "H", "H", "H", "H", "H", "H", "C", "C", "C", "S", "O", "O", "C", "H", "H", "H", "H", "H", "H", "H", "H", "C", "C", "C", "S", "O", "O", "C", "H", "H", "H", "H", "H", "H", "H", "H"],
  "coordinates": [[12.7049, 13.0919, 11.4196], [10.9557, 12.4994, 12.4429], [12.6962, 10.3307, 16.3020], [14.0610, 10.8732, 16.8822], [14.8304, 11.2826, 15.6567], [13.6160, 12.2462, 14.8149], [13.7181, 11.9106, 13.4092], [13.6506, 13.6332, 15.2468], [12.1745, 11.5365, 15.4485], [11.8677, 10.0012, 16.9734], [12.9557, 9.5438, 15.6237], [14.5853, 10.1187, 17.5304], [13.8595, 11.6770, 17.5955], [15.1662, 10.4645, 15.0691], [15.6622, 12.0082, 15.7197], [11.5187, 11.2221, 14.6424], [11.6785, 12.2716, 16.1050], [7.2581, 11.3795, 13.4632], [7.0380, 10.8291, 14.8526], [7.3370, 9.3230, 14.8390], [8.9698, 9.2929, 14.0886], [9.0785, 8.1615, 13.1973], [10.0998, 9.5724, 14.9472], [8.6027, 10.7188, 13.1320], [7.3453, 12.4547, 13.3550], [6.5405, 11.1511, 12.6833], [6.0585, 10.9893, 15.2726], [7.8355, 11.2980, 15.5156], [6.6686, 8.8310, 14.1499], [7.4323, 8.8583, 15.8250], [8.7159, 10.3217, 12.1559], [9.4470, 11.3650, 13.3146], [10.3494, 16.8080, 8.9012], [10.8939, 18.0678, 9.5950], [12.2111, 17.5605, 10.3347], [12.8559, 16.3434, 9.2312], [12.8864, 15.0299, 9.8801], [14.1596, 16.6785, 8.7294], [11.5097, 16.2690, 8.0699], [9.4628, 17.0134, 8.1814], [10.0198, 16.1092, 9.6916], [10.2301, 18.4777, 10.3241], [11.1953, 18.7694, 8.8218], [11.9043, 17.0352, 11.2321], [12.9122, 18.3386, 10.6301], [11.5389, 15.2908, 7.5887], [11.7357, 17.0403, 7.3511], [9.6575, 15.4931, 15.7062], [9.2156, 14.4436, 14.6922], [9.4666, 15.0914, 13.3173], [11.0293, 16.0325, 13.6078], [10.9611, 17.4001, 13.2299], [12.0636, 15.2139, 12.9941], [11.0840, 15.9761, 15.3448], [9.6534, 15.1215, 16.7358], [8.9451, 16.2983, 15.6418], [8.1824, 14.1064, 14.8242], [9.8967, 13.5640, 14.6150], [8.7294, 15.8598, 13.0102], [9.7783, 14.4442, 12.5030], [11.1951, 17.0389, 15.7152], [11.8989, 15.3221, 15.6396], [14.1794, 8.0572, 11.1158], [13.7326, 8.7814, 12.3633], [12.1893, 9.0794, 12.3299], [12.0435, 9.4930, 10.6496], [12.6559, 10.7901, 10.3869], [10.7058, 9.3069, 10.0446], [13.0737, 8.2162, 10.0086], [14.4113, 6.9531, 11.1787], [15.1419, 8.4846, 10.7577], [14.3046, 9.7141, 12.4133], [13.9691, 8.2268, 13.2953], [11.8948, 10.0182, 12.7965], [11.5248, 8.2312, 12.5444], [13.5233, 8.5580, 9.0827], [12.3705, 7.3986, 9.7474], [8.3039, 10.4224, 8.6999], [8.6212, 10.7859, 7.2751], [10.1106, 11.3274, 7.4214], [9.9486, 12.5310, 8.6302], [9.3088, 13.7507, 8.1009], [11.2347, 12.6508, 9.3114], [8.6774, 11.6326, 9.5663], [8.7820, 9.6097, 9.1091], [7.2536, 10.1833, 8.7278], [7.9823, 11.5544, 6.7990], [8.6972, 9.9194, 6.6014], [10.6116, 11.9354, 6.6599], [10.8908, 10.5907, 7.6222], [7.7386, 12.2947, 9.6068], [9.0771, 11.4571, 10.5563], [16.9623, 12.2520, 7.6862], [16.4835, 10.8001, 7.5041], [15.1403, 10.6810, 8.2142], [14.4198, 12.3356, 8.3339], [14.5399, 12.6831, 9.7353], [13.2293, 12.5355, 7.5661], [15.7661, 13.1452, 7.4896], [17.6654, 12.3895, 6.8853], [17.5047, 12.3637, 8.6553], [17.2200, 10.0102, 7.7594], [16.3062, 10.7433, 6.4280], [15.2747, 10.2932, 9.2343], [14.5096, 9.9362, 7.7513], [15.7774, 14.2347, 7.6771], [15.4520, 13.1200, 6.4553], [16.1933, 17.1327, 13.2761], [16.5803, 16.9268, 11.8259], [16.9520, 15.4666, 11.6838], [15.8983, 14.6113, 12.7950], [16.5859, 13.5816, 13.5004], [14.8125, 14.2458, 11.8696], [15.3495, 15.8824, 13.8112], [15.5300, 18.0126, 13.3894], [17.0263, 17.2848, 13.9240], [17.2325, 17.6896, 11.4166], [15.6869, 16.9873, 11.1386], [17.9761, 15.3007, 12.0070], [16.9177, 14.8497, 10.7828], [15.4929, 15.5621, 14.8007], [14.3017, 15.9508, 13.6436]],
  "multiplicity": 1,
  "orbital_gap_ev": 10.49,
  "lumo_ev": -1.4649,
  "e_homo_ev": -11.951,
  "e_tot_ev": -174816.624,
  "charge": 1
}

No. 2
{
  "formula": "C32H64O14",
  "method": "the ωB97M-V functional and the def2-TZVPD basis",
  "symbols": ["C", "C", "O", "C", "O", "O", "C", "H", "H", "H", "H", "H", "H", "H", "H", "C", "C", "O", "C", "O", "O", "C", "H", "H", "H", "H", "H", "H", "H", "H", "C", "C", "O", "C", "O", "O", "C", "H", "H", "H", "H", "H", "H", "H", "H", "C", "C", "C", "O", "C", "H", "H", "H", "H", "H", "H", "H", "H", "C", "C", "C", "O", "C", "H", "H", "H", "H", "H", "H", "H", "H", "C", "C", "C", "O", "C", "H", "H", "H", "H", "H", "H", "H", "H", "C", "C", "C", "O", "C", "H", "H", "H", "H", "H", "H", "H", "H", "C", "C", "C", "O", "C", "H", "H", "H", "H", "H", "H", "H", "H"],
  "coordinates": [[25.9470, 0.2159, -12.2525], [27.1224, -0.7112, -12.5177], [28.2832, 0.0265, -12.8961], [29.0658, 0.5329, -11.9470], [28.6916, 0.6686, -10.8034], [30.2065, 0.9084, -12.4882], [31.0708, 1.6636, -11.6271], [26.0316, 0.5902, -11.2294], [25.0345, -0.3853, -12.2645], [25.8342, 1.0775, -12.9046], [26.9035, -1.3752, -13.3517], [27.3545, -1.3378, -11.6571], [30.9493, 1.4203, -10.5766], [30.8214, 2.7117, -11.7987], [32.1056, 1.5279, -11.9263], [22.2961, -8.8018, -7.5530], [21.2777, -7.7062, -7.2351], [21.6936, -6.5581, -8.0432], [20.9772, -5.4601, -7.8104], [19.9411, -5.4012, -7.2209], [21.6242, -4.4223, -8.3271], [20.8429, -3.2501, -8.6104], [21.7897, -9.4289, -8.2879], [22.3848, -9.4574, -6.6836], [23.2607, -8.4016, -7.8366], [21.3485, -7.3273, -6.2149], [20.2761, -7.9726, -7.5639], [19.7909, -3.3351, -8.3565], [20.8391, -3.1743, -9.7017], [21.3832, -2.4169, -8.1718], [17.2967, 6.7443, -4.4373], [18.3519, 6.4314, -5.4811], [19.1478, 5.4011, -4.9046], [19.7999, 4.5651, -5.6921], [19.7278, 4.5727, -6.8924], [20.4999, 3.7453, -4.9406], [21.0323, 2.5695, -5.5348], [16.7840, 7.6949, -4.6048], [17.7355, 6.8752, -3.4491], [16.5424, 5.9609, -4.4475], [18.9759, 7.2578, -5.8314], [17.8907, 6.1381, -6.4284], [21.9034, 2.1561, -5.0400], [21.4128, 2.8306, -6.5296], [20.1744, 1.9098, -5.6712], [25.9630, 3.3374, -9.8325], [24.8478, 3.6212, -10.8449], [23.6657, 3.8100, -9.8894], [24.2194, 4.5905, -8.8530], [25.5502, 4.1486, -8.5785], [26.9238, 3.5871, -10.2902], [26.1194, 2.2839, -9.5756], [24.7817, 2.8747, -11.6344], [25.0696, 4.5752, -11.3294], [23.4224, 2.8185, -9.4777], [22.7639, 4.2356, -10.3204], [25.5783, 3.5787, -7.6519], [26.1695, 5.0460, -8.5884], [28.8903, -5.1992, -7.3163], [27.8858, -4.1410, -6.9134], [27.3074, -3.6966, -8.2647], [27.1438, -4.9396, -8.9448], [28.2759, -5.7343, -8.6293], [28.9850, -6.0592, -6.6594], [29.8337, -4.6738, -7.4732], [28.2903, -3.2684, -6.3980], [27.0879, -4.6106, -6.3334], [27.9925, -2.9726, -8.7228], [26.3294, -3.2290, -8.1719], [29.0515, -5.8296, -9.3968], [27.9496, -6.7650, -8.4723], [25.5396, -0.4956, -7.1340], [24.5075, -0.7433, -8.2070], [23.6280, 0.5078, -7.9875], [23.6105, 0.7329, -6.5839], [24.6746, 0.0210, -5.9801], [26.2213, 0.2731, -7.5090], [26.1114, -1.4058, -6.9591], [24.0004, -1.6996, -8.0373], [24.8048, -0.8215, -9.2554], [22.6860, 0.4789, -8.5415], [24.0936, 1.4132, -8.4025], [24.1954, -0.8547, -5.5125], [25.3029, 0.4023, -5.1727], [20.4393, 0.9071, -10.2175], [19.9019, 1.6435, -9.0053], [18.3928, 1.6665, -9.2225], [18.1597, 1.3074, -10.5854], [19.4160, 1.3359, -11.2880], [20.5531, -0.1759, -10.1917], [21.4034, 1.2842, -10.5743], [20.3152, 2.6441, -8.8558], [20.2449, 1.1574, -8.0868], [17.9580, 2.6431, -9.0047], [17.9096, 0.9074, -8.6028], [19.6206, 2.3578, -11.6137], [19.3395, 0.6392, -12.1181], [29.2163, 3.0654, -5.3448], [29.4010, 3.3351, -6.8686], [28.6143, 2.2039, -7.5381], [28.7882, 1.1292, -6.6134], [28.6538, 1.6384, -5.3038], [28.5267, 3.8396, -5.0143], [30.1910, 3.1950, -4.8814], [30.4345, 3.2232, -7.1949], [29.0700, 4.3517, -7.0778], [28.9923, 1.8235, -8.4868], [27.5287, 2.3244, -7.6662], [29.2246, 1.0126, -4.6167], [27.6126, 1.5821, -4.9688]],
  "smiles": "CCOC(=O)OC.CCOC(=O)OC.CCOC(=O)OC.C1CCOC1.C1CCOC1.C1CCOC1.C1CCOC1.C1CCOC1",
  "multiplicity": 1,
  "orbital_gap_ev": 9.93,
  "lumo_ev": 0.5233,
  "e_homo_ev": -9.406,
  "e_tot_ev": -62883.370,
  "charge": 0
}